Computed, not measured: a cluster of 25 separate species, C25H100N50O25 in total in a non-equilibrium geometry, with ωB97M-V with the def2-TZVPD basis set.

Element x y z (Å)
1 C 15.352 13.913 16.542
2 O 15.722 12.761 16.284
3 N 14.233 14.194 17.152
4 N 16.125 14.973 16.451
5 H 13.567 13.450 17.004
6 H 14.051 15.111 17.535
7 H 15.866 15.943 16.564
8 H 17.087 14.777 16.213
9 C 17.014 16.948 9.027
10 O 17.358 17.345 7.952
11 N 17.725 17.304 10.112
12 N 16.011 16.115 9.212
13 H 18.671 17.614 9.947
14 H 17.439 17.256 11.079
15 H 15.538 15.794 8.380
16 H 15.902 15.743 10.145
17 C 12.743 25.637 15.183
18 O 13.802 25.381 15.676
19 N 11.860 24.698 14.830
20 N 12.405 26.872 15.088
21 H 10.993 24.965 14.387
22 H 12.083 23.766 15.150
23 H 12.978 27.603 15.484
24 H 11.628 27.035 14.464
25 C 15.171 13.186 11.860
26 O 15.827 13.551 10.929
27 N 15.563 12.192 12.570
28 N 14.180 13.789 12.503
29 H 15.130 12.192 13.482
30 H 16.482 11.848 12.330
31 H 13.837 13.452 13.392
32 H 14.051 14.775 12.325
33 C 20.067 16.831 18.603
34 O 21.074 17.331 18.061
35 N 18.759 17.112 18.320
36 N 20.074 15.906 19.482
37 H 17.990 16.648 18.782
38 H 18.552 17.934 17.771
39 H 19.183 15.514 19.752
40 H 20.953 15.457 19.697
41 C 10.355 13.206 17.946
42 O 9.648 12.748 17.075
43 N 11.256 12.515 18.629
44 N 10.466 14.434 18.355
45 H 11.519 11.624 18.231
46 H 11.804 13.060 19.279
47 H 9.716 15.105 18.261
48 H 11.221 14.719 18.962
49 C 15.050 10.516 19.080
50 O 16.181 11.014 19.272
51 N 14.271 9.828 19.887
52 N 14.447 10.610 17.908
53 H 13.442 9.361 19.548
54 H 14.620 9.715 20.828
55 H 13.603 10.075 17.762
56 H 14.743 11.185 17.132
57 C 17.330 16.355 13.517
58 O 17.266 17.309 14.215
59 N 16.626 16.168 12.450
60 N 18.375 15.563 13.510
61 H 16.862 15.395 11.845
62 H 15.682 16.528 12.418
63 H 18.475 14.801 12.854
64 H 19.096 15.998 14.068
65 C 15.825 24.859 12.324
66 O 16.645 25.384 11.639
67 N 15.202 25.401 13.282
68 N 15.464 23.663 12.256
69 H 14.840 24.965 14.118
70 H 15.557 26.338 13.414
71 H 15.902 23.093 11.546
72 H 14.564 23.623 12.713
73 C 15.268 22.768 20.345
74 O 14.918 21.746 20.816
75 N 15.638 22.967 19.110
76 N 15.249 23.932 20.882
77 H 15.704 23.890 18.706
78 H 15.477 22.285 18.382
79 H 14.903 24.097 21.816
80 H 15.867 24.557 20.385
81 C 13.312 21.764 16.239
82 O 14.283 21.192 15.862
83 N 13.269 22.702 17.122
84 N 12.074 21.473 15.920
85 H 12.609 22.655 17.886
86 H 14.146 23.170 17.301
87 H 11.854 20.848 15.158
88 H 11.480 22.193 16.306
89 C 13.004 10.768 14.832
90 O 12.642 11.540 15.682
91 N 13.942 9.817 14.923
92 N 12.401 10.767 13.649
93 H 14.035 9.201 14.128
94 H 14.533 9.761 15.740
95 H 12.812 10.323 12.841
96 H 11.577 11.338 13.522
97 C 8.413 18.294 14.985
98 O 9.254 19.081 15.351
99 N 7.760 17.641 15.895
100 N 8.156 17.812 13.786
101 H 7.025 17.023 15.582
102 H 7.998 17.798 16.864
103 H 8.815 18.160 13.105
104 H 7.514 17.060 13.579
105 C 12.169 19.816 19.018
106 O 11.394 20.348 19.810
107 N 11.824 19.223 17.925
108 N 13.401 19.655 19.125
109 H 12.520 18.846 17.297
110 H 10.943 19.356 17.451
111 H 13.985 20.277 19.666
112 H 13.869 19.213 18.346
113 C 12.791 16.635 11.281
114 O 13.753 16.457 12.020
115 N 12.806 16.861 10.035
116 N 11.618 16.340 11.811
117 H 11.910 16.773 9.578
118 H 13.715 16.890 9.594
119 H 11.580 16.187 12.808
120 H 10.778 16.431 11.258
121 C 17.187 19.707 17.037
122 O 18.260 19.599 17.640
123 N 16.148 19.077 17.417
124 N 16.902 20.355 15.981
125 H 16.214 18.595 18.302
126 H 15.460 18.795 16.733
127 H 17.620 20.893 15.516
128 H 15.957 20.671 15.818
129 C 15.070 16.595 20.191
130 O 15.948 16.993 19.488
131 N 15.220 16.095 21.423
132 N 13.805 16.642 19.732
133 H 14.326 15.821 21.805
134 H 16.141 15.734 21.627
135 H 13.000 16.167 20.114
136 H 13.702 17.130 18.853
137 C 11.741 23.437 11.509
138 O 11.659 22.733 12.490
139 N 10.754 24.012 10.947
140 N 12.712 23.416 10.693
141 H 10.958 24.456 10.064
142 H 9.802 24.050 11.284
143 H 12.809 23.943 9.838
144 H 13.503 22.884 11.027
145 C 19.009 11.310 15.486
146 O 19.940 10.762 15.062
147 N 18.425 12.296 14.904
148 N 18.565 11.124 16.651
149 H 17.463 12.369 15.204
150 H 18.779 12.651 14.027
151 H 18.969 10.343 17.148
152 H 17.761 11.639 16.978
153 C 10.678 14.294 14.001
154 O 10.663 13.512 13.058
155 N 11.454 14.224 15.007
156 N 9.879 15.262 14.238
157 H 11.842 13.294 15.072
158 H 11.229 14.873 15.747
159 H 9.158 15.151 13.540
160 H 9.922 15.845 15.063
161 C 17.580 13.817 20.097
162 O 17.833 14.761 20.885
163 N 18.256 12.748 19.852
164 N 16.439 13.784 19.503
165 H 17.780 11.895 19.596
166 H 19.145 12.584 20.301
167 H 16.185 12.961 18.975
168 H 15.729 14.497 19.583
169 C 14.698 21.379 9.217
170 O 15.277 21.790 10.191
171 N 13.630 20.651 9.295
172 N 15.274 21.538 8.028
173 H 13.307 20.054 8.548
174 H 13.015 20.684 10.095
175 H 14.786 21.079 7.272
176 H 16.226 21.856 7.921
177 C 10.547 19.618 10.775
178 O 9.870 18.575 10.896
179 N 10.432 20.483 9.737
180 N 11.166 20.060 11.825
181 H 10.886 21.384 9.703
182 H 9.676 20.169 9.145
183 H 11.190 19.405 12.593
184 H 11.378 21.046 11.782
185 C 13.875 17.482 15.517
186 O 13.710 17.524 16.714
187 N 13.844 18.582 14.779
188 N 13.814 16.387 14.800
189 H 13.888 19.452 15.289
190 H 14.269 18.520 13.865
191 H 13.650 15.529 15.307
192 H 13.939 16.363 13.798
193 C 18.524 20.197 12.405
194 O 19.094 20.857 11.646
195 N 19.050 19.421 13.329
196 N 17.225 20.104 12.395
197 H 19.956 19.736 13.645
198 H 18.489 18.709 13.775
199 H 16.591 19.517 12.919
200 H 16.890 20.553 11.554

Properties
* net charge: 0
* energy: -153255.55294 eV

Löwdin population analysis, charges in e, atoms 1 to 99: -0.74, -0.02, 0.20, 0.23, 0.08, 0.09, 0.10, 0.12, -0.76, 0.04, 0.17, 0.17, 0.12, 0.05, 0.12, 0.05, -0.80, 0.02, 0.19, 0.19, 0.11, 0.07, 0.13, 0.11, -0.78, 0.05, 0.18, 0.20, 0.08, 0.13, 0.09, 0.04, -0.72, -0.02, 0.16, 0.16, 0.05, 0.03, 0.05, 0.12, -0.78, 0.05, 0.16, 0.16, 0.10, 0.10, 0.12, 0.09, -0.66, -0.01, 0.17, 0.16, 0.12, 0.13, 0.10, 0.05, -0.80, 0.05, 0.17, 0.20, 0.09, 0.08, 0.11, 0.14, -0.89, 0.07, 0.17, 0.18, 0.07, 0.13, 0.09, 0.11, -0.81, 0.09, 0.15, 0.17, 0.11, 0.10, 0.13, 0.12, -0.77, 0.05, 0.19, 0.20, 0.14, 0.09, 0.12, 0.12, -0.73, 0.01, 0.19, 0.19, 0.12, 0.09, 0.11, 0.10, -0.80, 0.03, 0.16

Computed, not measured: a structure of composition C28H35N2OOs in a non-equilibrium geometry, with ωB97M-V with the def2-TZVPD basis set.

Element x y z (Å)
1 Os -0.043 0.565 -0.183
2 C -0.843 -4.322 -3.603
3 C -1.563 -3.061 -3.118
4 C -2.168 -3.184 -1.734
5 C -3.304 -3.975 -1.616
6 C -4.033 -4.036 -0.444
7 C -3.628 -3.256 0.629
8 C -2.498 -2.457 0.567
9 C -2.112 -1.663 1.784
10 C -0.942 -2.284 2.549
11 C -1.719 -2.433 -0.620
12 N -0.574 -1.640 -0.719
13 C 0.499 -2.169 -1.241
14 C 1.571 -1.395 -1.707
15 C 2.768 -1.809 -2.318
16 C 3.453 -0.641 -2.640
17 C 2.650 0.422 -2.205
18 N 1.520 -0.023 -1.647
19 H -0.513 -4.200 -4.637
20 H -1.504 -5.189 -3.555
21 H 0.035 -4.537 -2.993
22 H -2.382 -2.851 -3.812
23 H -0.883 -2.212 -3.166
24 H -3.642 -4.533 -2.483
25 H -4.914 -4.662 -0.374
26 H -4.206 -3.272 1.547
27 H -2.979 -1.578 2.445
28 H -1.814 -0.655 1.483
29 H -1.134 -3.338 2.767
30 H -0.783 -1.754 3.490
31 H -0.029 -2.201 1.961
32 H 0.588 -3.255 -1.305
33 H 3.076 -2.828 -2.499
34 H 4.409 -0.560 -3.133
35 H 2.844 1.481 -2.291
36 C 1.562 1.322 3.822
37 C 1.632 1.493 2.297
38 C 2.727 0.555 1.771
39 C 0.272 1.232 1.638
40 C 1.918 2.949 1.926
41 C 2.602 3.273 0.751
42 C 2.830 4.588 0.389
43 C 2.369 5.632 1.182
44 C 1.672 5.330 2.342
45 C 1.457 4.010 2.709
46 H 1.523 0.260 4.070
47 H 0.670 1.787 4.244
48 H 2.443 1.762 4.300
49 H 2.578 -0.440 2.194
50 H 3.724 0.910 2.052
51 H 2.678 0.458 0.687
52 H -0.527 1.624 2.284
53 H 2.956 2.480 0.106
54 H 3.373 4.806 -0.524
55 H 2.552 6.662 0.901
56 H 1.294 6.129 2.970
57 H 0.909 3.810 3.620
58 C -3.282 1.303 -0.664
59 O -2.373 2.386 -0.698
60 C -1.071 2.056 -0.977
61 C -0.401 3.280 -1.544
62 H -4.016 1.491 0.121
63 H -2.764 0.362 -0.466
64 H -3.796 1.222 -1.628
65 H -0.971 3.656 -2.404
66 H 0.614 3.046 -1.857
67 H -0.358 4.075 -0.791

Properties
* net charge: -1
* energy: -37096.34187 eV

From a Löwdin analysis of the wavefunction, the atomic charges in e read: 1.19, -0.10, -0.20, -0.16, -0.07, -0.10, -0.06, -0.18, -0.23, -0.10, -0.18, -0.03, -0.13, -0.35, -0.07, -0.12, -0.19, -0.09, 0.07, 0.06, 0.06, 0.11, 0.10, 0.11, 0.09, 0.10, 0.10, 0.04, 0.07, 0.06, 0.05, 0.13, 0.09, 0.08, 0.09, -0.08, -0.61, -0.08, -0.24, -0.19, -0.05, -0.10, -0.12, -0.11, -0.05, 0.07, 0.06, 0.08, 0.07, 0.09, 0.04, 0.02, 0.09, 0.10, 0.09, 0.09, 0.10, -0.11, -0.20, -0.47, -0.13, 0.08, 0.04, 0.08, 0.06, 0.04, 0.07

Computed, not measured: a cluster of 6 separate species, C20H37Br4NO3 in total in a non-equilibrium geometry, with ωB97M-V with the def2-TZVPD basis set.

Element x y z (Å)
1 C 6.079 -2.369 -4.826
2 C 6.028 -2.385 -6.241
3 C 6.970 -1.453 -6.700
4 N 7.523 -0.863 -5.584
5 C 7.071 -1.500 -4.460
6 H 5.293 -2.805 -4.227
7 H 5.449 -3.028 -6.888
8 H 7.124 -1.180 -7.733
9 H 8.212 -0.125 -5.614
10 H 7.281 -1.113 -3.474
11 C 2.069 -7.615 3.125
12 C 0.611 -7.639 2.802
13 C 0.134 -8.710 3.774
14 O 0.880 -8.337 4.953
15 C 2.057 -7.716 4.636
16 H 2.688 -6.825 2.700
17 H 2.548 -8.461 2.634
18 H 0.452 -7.867 1.748
19 H 0.062 -6.723 3.018
20 H 0.333 -9.741 3.480
21 H -0.913 -8.764 4.072
22 H 2.849 -8.317 5.085
23 H 2.304 -6.788 5.153
24 C -5.733 -2.155 4.871
25 C -6.348 -3.082 3.916
26 C -6.239 -4.373 4.733
27 O -4.925 -4.277 5.223
28 C -4.562 -2.932 5.465
29 H -6.514 -1.736 5.506
30 H -5.358 -1.253 4.388
31 H -5.777 -3.128 2.989
32 H -7.311 -2.725 3.551
33 H -6.497 -5.283 4.192
34 H -6.876 -4.323 5.617
35 H -3.712 -2.515 4.925
36 H -4.459 -2.712 6.528
37 C 2.526 10.652 0.247
38 C 1.735 9.486 0.876
39 C 2.563 8.264 0.789
40 O 3.546 8.657 -0.201
41 C 3.824 10.002 -0.237
42 H 2.635 11.592 0.788
43 H 2.093 10.841 -0.736
44 H 0.779 9.282 0.396
45 H 1.404 9.664 1.899
46 H 1.995 7.337 0.710
47 H 3.159 8.030 1.671
48 H 4.213 10.457 -1.148
49 H 4.622 10.221 0.472
50 Br -0.474 0.514 -1.748
51 C -0.853 -1.448 -1.680
52 C -1.512 -1.981 -2.981
53 Br -1.371 -4.027 -3.154
54 H -1.504 -1.622 -0.823
55 H 0.034 -2.031 -1.429
56 H -0.922 -1.559 -3.794
57 H -2.563 -1.732 -3.130
58 Br -2.412 7.573 -5.419
59 C -3.934 6.700 -4.566
60 C -4.796 5.916 -5.506
61 Br -5.947 4.654 -4.492
62 H -4.578 7.449 -4.103
63 H -3.553 6.047 -3.781
64 H -4.119 5.305 -6.103
65 H -5.379 6.570 -6.154

Properties
* net charge: 0
* energy: -309138.39472 eV
* SMILES: c1cc[nH]c1.C1CCOC1.C1CCOC1.C1CCOC1.BrCCBr.BrCCBr

From a Löwdin analysis of the wavefunction, the atomic charges in e read: -0.13, -0.11, -0.13, 0.00, -0.15, 0.09, 0.09, 0.10, 0.15, 0.10, -0.18, -0.18, -0.17, -0.13, -0.26, 0.11, 0.11, 0.11, 0.12, 0.11, 0.12, 0.11, 0.11, -0.22, -0.19, -0.20, -0.13, -0.19, 0.11, 0.11, 0.12, 0.12, 0.12, 0.12, 0.12, 0.12, -0.14, -0.18, -0.18, -0.13, -0.25, 0.11, 0.10, 0.11, 0.11, 0.12, 0.11, 0.12, 0.11, 0.57, -0.66, -0.60, 0.51, 0.05, 0.05, 0.04, 0.05, 0.61, -0.74, -0.68, 0.59, 0.06, 0.04, 0.05, 0.07

Computed, not measured: a cluster of 2 separate species, C9H7O3S in total in a non-equilibrium geometry, with ωB97M-V with the def2-TZVPD basis set.

Element x y z (Å)
1 C -1.428 2.396 2.185
2 C -1.546 1.248 1.804
3 C 1.758 0.017 -1.174
4 C 0.526 0.250 -1.865
5 C 1.704 -0.611 0.015
6 C -0.674 -0.014 -1.154
7 C 0.588 -0.865 0.706
8 C -0.645 -0.503 0.153
9 C -1.734 -0.663 1.016
10 O -1.548 -3.085 1.202
11 O -0.647 -1.932 3.076
12 O -3.045 -1.954 2.928
13 S -1.768 -1.989 2.161
14 H -1.240 3.414 2.315
15 H 2.746 0.252 -1.489
16 H 0.316 0.830 -2.739
17 H 2.656 -0.811 0.540
18 H -1.506 0.181 -1.686
19 H 0.413 -1.449 1.678
20 H -2.765 -0.541 0.753

Properties
* net charge: -1
* energy: -26420.73972 eV

From a Löwdin analysis of the wavefunction, the atomic charges in e read: -0.03, 0.00, -0.10, -0.05, -0.13, -0.02, -0.04, -0.32, -0.17, -0.34, -0.37, -0.37, 0.41, -0.03, 0.08, 0.08, 0.12, 0.07, 0.11, 0.09